No. 1
{
  "formula": "C34H35BrCdN10O7",
  "method": "the ωB97M-V functional and the def2-TZVPD basis",
  "symbols": ["H", "H", "H", "C", "H", "C", "N", "N", "C", "C", "C", "H", "H", "C", "H", "C", "H", "N", "H", "H", "C", "C", "O", "H", "C", "H", "O", "C", "O", "Cd", "H", "O", "C", "O", "H", "C", "H", "N", "C", "C", "O", "C", "C", "N", "H", "C", "C", "H", "H", "C", "N", "Br", "H", "H", "H", "C", "C", "H", "C", "C", "N", "N", "H", "C", "H", "H", "C", "C", "N", "H", "C", "H", "H", "H", "H", "H", "C", "C", "C", "H", "C", "C", "H", "N", "C", "H", "H", "O"],
  "xyz": [[3.035, -1.346, 1.927], [-0.257, 3.612, -1.805], [2.389, 1.351, 4.181], [-0.780, 1.577, -4.295], [-1.547, 2.001, -6.230], [-1.578, -4.695, -0.478], [-2.317, -2.672, -0.153], [-2.271, -4.332, -1.612], [3.484, 1.342, 0.982], [-4.161, 3.676, 1.996], [-1.113, 1.228, 3.486], [3.821, 0.443, 3.678], [-4.453, 5.657, 1.219], [-1.040, 4.235, -3.726], [3.532, 1.910, 1.899], [0.743, -0.309, 3.204], [-0.715, -0.576, 2.004], [2.185, 0.596, -0.870], [2.048, -2.545, 2.785], [-1.125, -2.562, -3.818], [-3.507, -2.271, -2.312], [0.605, -2.690, -2.600], [1.179, 2.798, 1.707], [-1.129, -3.549, 1.394], [-3.738, 2.390, 1.726], [0.923, -0.168, 5.758], [-0.049, 1.746, 0.166], [1.258, -3.905, -2.792], [-0.888, -0.305, -5.741], [-0.103, 0.223, -1.473], [-3.742, 1.606, 2.471], [5.788, 0.900, 2.555], [-3.278, 3.148, -0.485], [6.886, 0.109, 0.744], [-1.341, 2.120, 4.075], [-0.156, -2.047, -3.739], [2.502, -5.397, -1.888], [2.010, -0.642, 3.644], [3.254, -0.061, -1.324], [-0.545, 3.321, -2.810], [-2.385, 0.586, -1.100], [1.044, 2.015, 0.768], [-1.590, -3.676, 0.429], [0.639, -2.072, -1.421], [-3.000, -1.332, -2.542], [-3.282, 2.117, 0.449], [-1.275, 2.427, -5.275], [-0.849, -0.175, 5.719], [-1.971, 0.542, 3.534], [0.051, 0.393, 5.435], [-0.417, 2.029, -3.096], [-4.794, 4.138, 3.729], [2.557, -4.198, 0.317], [3.585, -1.977, 3.486], [3.112, -0.616, -2.247], [-0.658, 0.083, -4.580], [-1.408, 3.773, -4.982], [0.029, 1.346, 5.972], [2.006, -3.805, -0.528], [1.972, -4.462, -1.749], [-3.693, 4.386, -0.223], [0.093, 0.627, 4.009], [-3.677, -2.832, -3.229], [2.879, 0.380, 4.229], [1.266, -2.067, 0.531], [-4.473, -2.018, -1.868], [4.466, -0.068, -0.660], [-4.126, 4.644, 1.008], [-0.314, -0.635, -3.532], [-1.142, 5.276, -3.452], [2.704, -1.684, 2.915], [3.113, 0.150, 5.276], [-2.913, 2.943, -1.484], [5.320, -0.614, -1.038], [-1.099, -5.657, -0.393], [-0.962, 1.541, 2.454], [2.299, 1.296, 0.263], [-2.770, 0.734, 0.086], [5.894, 0.543, 1.362], [-1.804, 4.458, -5.723], [1.311, -2.618, -0.403], [-2.695, -3.105, -1.381], [1.205, -4.387, -3.760], [0.256, -0.848, 2.143], [4.588, 0.627, 0.538], [0.368, -2.257, -4.678], [-2.488, -1.739, 0.251], [-2.778, -0.127, 0.990]],
  "lowdin_charge": [0.08, 0.11, 0.09, -0.19, 0.11, -0.19, 0.11, 0.08, 0.03, -0.66, -0.08, 0.06, 0.09, -0.07, 0.11, -0.45, 0.02, 0.03, 0.07, 0.11, -0.03, -0.27, 0.02, 0.10, -0.06, 0.07, -0.16, -0.03, -0.03, 1.41, 0.10, -0.06, -0.07, -0.06, 0.09, -0.19, 0.10, -0.15, -0.15, -0.14, -0.12, -0.64, -0.13, 0.05, 0.05, -0.10, -0.01, 0.08, 0.08, -0.08, 0.05, 0.68, 0.10, 0.09, 0.10, -0.54, -0.08, 0.08, -0.07, -0.08, 0.07, -0.17, 0.07, -0.06, 0.06, 0.08, -0.01, -0.21, -0.06, 0.10, -0.07, 0.07, 0.10, 0.11, 0.08, 0.06, -0.19, -0.64, -0.69, 0.10, -0.16, -0.43, 0.11, 0.17, -0.11, 0.12, 0.10, -0.04],
  "total_energy_ev": -139674.0924,
  "multiplicity": 1,
  "gap_ev": 7.167,
  "de_lowest_kj_mol": 0.0,
  "charge": -2
}



No. 2
{
  "formula": "C6H12Si",
  "method": "the ωB97M-V functional and the def2-TZVPD basis",
  "symbols": ["H", "H", "H", "H", "H", "H", "Si", "C", "C", "C", "H", "H", "C", "H", "C", "H", "H", "H", "C"],
  "xyz": [[0.175, -2.323, -0.397], [1.835, -0.399, 1.464], [-1.875, -1.196, 1.312], [0.394, 1.809, 2.155], [-1.446, -3.199, 0.066], [-1.244, 1.788, 2.248], [-0.061, 0.342, 0.356], [-0.743, -2.387, 0.170], [-0.588, 0.636, -1.441], [-0.993, -1.234, 0.782], [-1.599, 0.962, -1.487], [-0.401, 0.227, -3.483], [1.759, 0.090, 0.507], [2.448, 0.992, 0.532], [0.055, 0.142, -2.513], [1.004, -0.293, -2.450], [-0.420, 2.773, 1.006], [2.151, -0.550, -0.316], [-0.452, 1.819, 1.491]],
  "lowdin_charge": [0.04, 0.02, 0.02, 0.01, 0.06, 0.03, 0.52, -0.05, -0.21, -0.22, 0.04, 0.04, -0.20, 0.06, -0.05, 0.02, 0.02, 0.03, -0.17],
  "total_energy_ev": -14292.8335,
  "multiplicity": 1,
  "smiles": "C=C[Si](C)(C)C=C",
  "gap_ev": 10.466,
  "de_lowest_kj_mol": 128.5
}



No. 3
{
  "formula": "C2H5N5",
  "method": "the ωB97M-V functional and the def2-TZVPD basis",
  "symbols": ["H", "C", "H", "N", "H", "N", "H", "C", "N", "N", "N", "H"],
  "xyz": [[-1.894, -2.072, -0.345], [-1.783, -0.968, 0.186], [-2.573, -0.641, -0.576], [0.812, -1.333, -0.175], [-1.142, 2.099, 0.766], [1.325, 0.792, 0.173], [-2.201, -0.697, 1.236], [-0.366, -0.684, -0.159], [0.022, 0.558, -0.012], [-0.919, 1.660, -0.164], [1.753, -0.422, 0.103], [-0.239, 2.427, -0.716]],
  "lowdin_charge": [0.13, -0.06, 0.08, 0.05, 0.09, 0.05, 0.11, -0.39, -0.24, 0.07, -0.07, 0.17],
  "total_energy_ev": -9601.4421,
  "multiplicity": 1,
  "smiles": "Cc1nnnn1N",
  "gap_ev": 10.663,
  "de_lowest_kj_mol": 441.8
}



No. 4
{
  "formula": "C4H11IN2O",
  "method": "the ωB97M-V functional and the def2-TZVPD basis",
  "symbols": ["H", "I", "N", "H", "H", "H", "C", "C", "H", "H", "N", "C", "C", "H", "H", "H", "H", "H", "O"],
  "xyz": [[2.489, -2.436, -0.370], [-0.376, 2.084, -1.436], [2.551, -1.361, -0.428], [-3.753, 0.331, 0.167], [-1.529, -1.340, 0.672], [-0.921, 0.283, 1.371], [-0.931, -0.306, 0.494], [-1.584, 0.381, -0.721], [1.496, 1.308, 1.663], [2.482, -1.082, -1.451], [-2.982, 0.872, -0.348], [2.189, 0.500, 1.178], [1.712, -0.421, 0.314], [-3.641, 1.135, -1.158], [3.270, 0.866, 1.237], [-2.717, 1.550, 0.399], [3.565, -1.192, -0.068], [-1.587, -0.243, -1.569], [0.267, -0.927, 0.055]],
  "lowdin_charge": [0.23, 0.95, 0.22, 0.21, 0.20, 0.11, -0.25, -0.63, 0.13, 0.21, 0.12, 0.12, -0.28, 0.21, 0.13, 0.16, 0.22, 0.07, -0.13],
  "total_energy_ev": -17434.7376,
  "multiplicity": 1,
  "smiles": "C=C([NH3+])OC[C@@H]([NH3+])I",
  "gap_ev": 9.886,
  "de_lowest_kj_mol": 48.4,
  "charge": 2
}



No. 5
{
  "formula": "C2HFOTl",
  "method": "the ωB97M-V functional and the def2-TZVPD basis",
  "symbols": ["Tl", "C", "O", "C", "F", "H"],
  "xyz": [[2.709, 0.581, 0.079], [-0.306, -0.326, 0.196], [0.920, -0.801, 0.147], [-1.441, -0.208, -0.182], [-2.699, -0.021, -0.334], [0.874, -1.741, -0.164]],
  "lowdin_charge": [1.16, -0.18, -0.28, -0.05, 0.18, 0.17],
  "total_energy_ev": -11537.8689,
  "multiplicity": 1,
  "gap_ev": 9.346,
  "de_lowest_kj_mol": 104.6,
  "charge": 1
}



No. 6
{
  "formula": "C4H10GaO3",
  "method": "the ωB97M-V functional and the def2-TZVPD basis",
  "symbols": ["H", "H", "H", "O", "H", "C", "H", "H", "C", "C", "H", "Ga", "O", "H", "H", "O", "C", "H"],
  "xyz": [[-1.638, 0.431, -2.512], [0.193, -2.473, 3.229], [0.632, 1.154, -0.081], [0.771, 1.452, -2.104], [-1.016, -1.485, 4.090], [0.447, 0.082, -2.204], [0.686, -0.205, -3.239], [1.098, -0.509, -1.529], [-0.025, -1.445, 3.554], [0.855, 1.975, -0.803], [-1.177, -1.275, -2.354], [-0.850, -0.746, 0.859], [-1.369, -0.228, -0.588], [1.858, 2.369, -0.579], [0.114, 2.780, -0.653], [-0.239, -0.584, 2.537], [-1.009, -0.267, -1.923], [0.669, -1.028, 4.301]],
  "lowdin_charge": [0.18, 0.11, 0.08, 0.12, 0.12, -0.09, 0.18, 0.17, -0.17, 0.06, 0.18, 1.09, -0.12, 0.17, 0.17, -0.21, -0.17, 0.13],
  "total_energy_ev": -62805.3067,
  "multiplicity": 2,
  "gap_ev": [8.202, 5.112],
  "charge": 2,
  "s2": 0.754
}



Computed max |F|, in the same sequence as the records: 0.20; 2.59; 6.13; 4.68; 2.53; 6.48 eV Å⁻¹.